[1]
C35H40BBr2EuN4O6S2 | ωB97M-V with the def2-TZVPD basis set

Each line ends with the Löwdin spin population.
Atoms and positions in Å:
Eu  -0.873  2.304  0.443  5.028
C  4.583  1.938  -1.433  0.282
O  3.260  2.446  -1.496  0.026
C  2.954  3.798  -1.398  0.010
C  1.869  4.071  -2.455  0.002
O  0.739  3.209  -2.125  0.002
C  -0.082  3.044  -3.252  0.000
C  -0.775  1.666  -3.140  0.000
O  -1.671  1.738  -2.024  -0.003
C  -2.791  0.850  -2.239  0.001
H  5.234  2.390  -0.689  0.010
H  4.950  2.002  -2.464  0.005
H  4.389  0.774  -1.231  0.109
H  3.784  4.514  -1.569  0.001
H  2.505  3.994  -0.411  0.000
H  2.262  3.926  -3.396  0.000
H  1.536  5.105  -2.419  0.000
H  0.520  2.895  -4.091  0.000
H  -0.891  3.808  -3.372  0.000
H  -0.062  0.828  -3.084  0.000
H  -1.317  1.520  -4.087  0.000
H  -3.493  0.929  -1.412  0.001
H  -3.340  1.124  -3.108  0.000
H  -2.455  -0.150  -2.402  0.000
Br  -4.643  0.379  3.522  0.000
C  -4.718  2.074  2.812  0.000
C  -5.805  2.869  3.174  0.000
C  -5.806  4.181  2.707  0.000
Br  -7.098  5.437  3.321  0.000
C  -4.848  4.621  1.748  0.000
C  -4.758  5.950  1.294  -0.002
C  -3.774  6.342  0.386  0.000
C  -2.939  5.265  -0.165  -0.002
N  -2.936  4.057  0.337  -0.004
C  -3.795  3.738  1.364  0.000
C  -3.678  2.479  1.986  0.001
O  -2.573  1.775  1.875  -0.010
H  -6.590  2.491  3.798  0.000
H  -5.512  6.637  1.646  0.000
H  -3.607  7.359  0.074  0.000
H  -2.346  5.467  -1.098  0.000
S  2.149  3.353  4.255  -0.001
C  0.862  4.505  4.298  0.002
C  -0.015  4.464  3.252  0.000
C  0.349  3.432  2.371  -0.005
C  1.436  2.672  2.685  0.001
C  1.895  1.458  2.047  0.006
C  3.125  0.816  2.430  -0.004
C  3.485  -0.400  1.833  0.011
C  2.606  -0.964  0.875  0.017
C  1.492  -0.199  0.443  0.017
N  1.128  0.965  1.059  -0.009
H  0.749  5.164  5.086  0.000
H  -0.852  5.154  3.218  0.000
H  3.791  1.286  3.154  0.000
H  4.423  -0.885  2.077  0.000
H  2.799  -1.909  0.457  0.002
H  0.917  -0.461  -0.425  0.000
C  -0.053  -4.133  0.781  0.000
N  -1.137  -5.125  0.599  0.000
C  -0.729  -6.138  -0.394  0.000
C  -1.805  -5.561  1.744  0.000
S  -1.210  -5.364  3.300  0.000
N  -3.067  -6.096  1.479  0.000
C  -3.710  -5.767  0.181  0.000
C  -3.835  -6.943  2.426  0.000
H  0.104  -3.604  -0.169  0.000
H  0.831  -4.569  1.168  0.000
H  -0.387  -3.448  1.550  0.000
H  0.173  -6.647  0.007  0.000
H  -0.457  -5.685  -1.357  0.000
H  -1.482  -6.897  -0.487  0.000
H  -3.257  -4.899  -0.188  0.000
H  -4.794  -5.567  0.449  0.000
H  -3.600  -6.565  -0.499  0.000
H  -3.509  -6.767  3.475  0.000
H  -3.789  -8.013  2.183  0.000
H  -4.891  -6.671  2.326  0.000
O  5.364  -1.538  -0.980  0.049
B  4.328  -0.672  -1.405  0.360
O  3.555  -1.316  -2.371  0.050
C  4.223  -2.573  -2.661  0.022
C  3.921  -3.569  -3.587  0.001
C  4.853  -4.616  -3.673  0.000
C  5.940  -4.662  -2.829  0.000
C  6.106  -3.775  -1.757  0.001
C  5.279  -2.704  -1.773  0.019
H  2.995  -3.553  -4.172  0.000
H  4.793  -5.422  -4.446  0.000
H  6.682  -5.418  -3.027  0.000
H  6.819  -4.018  -0.941  0.000

Orbital gap (spin up / spin down) ... 0.2189 / 0.1576 hartree
⟨S²⟩ ... 12.020
Spin multiplicity ... 7
Electronic energy ... -236943.8620 eV

[2]
C46H127N11O12 | ωB97M-V with the def2-TZVPD basis set

Each line ends with the Mulliken charge.
Atoms and positions in Å:
C  7.309  -9.355  4.902  0.440
O  7.291  -10.133  6.080  -0.200
C  6.987  -9.357  7.215  -0.570
C  6.797  -10.232  8.466  0.325
C  8.094  -10.929  8.835  -1.450
N  5.773  -11.306  8.276  -0.524
H  6.352  -8.909  4.689  0.035
H  7.712  -9.912  4.083  -1.451
H  7.984  -8.519  5.047  1.026
H  7.812  -8.671  7.480  0.478
H  6.179  -8.645  6.988  0.175
H  6.423  -9.586  9.263  0.495
H  8.842  -10.208  9.177  0.407
H  8.495  -11.499  7.998  0.085
H  7.904  -11.595  9.676  0.411
H  4.849  -10.930  8.472  0.352
H  5.743  -11.411  7.270  -0.038
C  14.675  -6.392  4.136  -0.758
O  13.414  -6.998  4.183  -0.294
C  13.393  -8.275  3.600  -1.003
C  11.976  -8.807  3.529  0.593
C  11.803  -10.240  3.073  -0.856
N  11.071  -7.958  2.727  0.313
H  15.015  -6.315  3.095  0.328
H  15.401  -6.955  4.733  0.287
H  14.668  -5.369  4.510  0.248
H  13.859  -8.258  2.601  0.290
H  14.014  -8.942  4.219  0.406
H  11.629  -8.773  4.571  0.213
H  12.452  -10.883  3.686  0.643
H  12.176  -10.487  2.076  0.264
H  10.781  -10.542  3.276  -0.322
H  11.426  -7.007  2.794  0.359
H  11.229  -8.249  1.762  -0.289
C  0.904  -11.950  3.654  -0.475
O  2.120  -11.734  4.332  -0.456
C  3.266  -12.029  3.580  -0.161
C  4.500  -11.985  4.464  1.293
C  4.752  -10.609  5.109  -0.045
N  5.665  -12.380  3.625  2.532
H  0.957  -12.782  2.942  0.291
H  0.684  -11.064  3.047  -0.073
H  0.124  -12.145  4.384  0.320
H  3.217  -13.009  3.090  0.260
H  3.384  -11.276  2.783  -0.175
H  4.391  -12.644  5.332  0.544
H  3.877  -10.229  5.643  0.635
H  5.077  -9.867  4.395  -0.403
H  5.513  -10.755  5.877  -1.428
H  6.375  -12.749  4.239  -1.857
H  5.413  -13.253  3.145  -0.637
C  4.448  -13.962  -6.570  -0.733
O  5.709  -13.623  -6.049  -0.406
C  5.782  -13.082  -4.748  -0.016
C  7.239  -13.013  -4.329  0.475
C  7.825  -14.354  -3.912  -1.728
N  7.318  -12.119  -3.171  0.503
H  4.600  -14.436  -7.534  0.252
H  3.823  -13.067  -6.666  0.264
H  3.948  -14.661  -5.889  0.309
H  5.382  -12.060  -4.767  -0.232
H  5.194  -13.700  -4.059  0.464
H  7.771  -12.619  -5.208  0.298
H  7.133  -14.911  -3.277  0.344
H  8.775  -14.243  -3.390  0.405
H  7.962  -14.998  -4.785  0.422
H  8.304  -12.032  -2.941  -0.118
H  6.965  -11.175  -3.330  -0.257
C  10.107  -6.773  -0.168  -0.774
O  10.893  -7.952  -0.174  -0.363
C  10.720  -8.711  -1.347  -0.841
C  11.483  -10.019  -1.178  1.569
C  13.000  -9.720  -1.174  -1.608
N  11.107  -10.937  -2.249  -0.416
H  10.351  -6.114  -1.004  0.367
H  10.181  -6.342  0.829  0.179
H  9.050  -7.072  -0.230  0.157
H  9.659  -8.939  -1.542  0.176
H  10.996  -8.143  -2.249  0.478
H  11.161  -10.418  -0.215  -0.722
H  13.198  -8.913  -1.881  0.369
H  13.555  -10.599  -1.498  0.513
H  13.267  -9.414  -0.163  0.174
H  11.481  -11.863  -2.055  0.222
H  11.600  -10.732  -3.116  0.274
C  6.699  -14.163  5.978  -0.657
O  6.819  -14.724  4.693  0.167
C  8.099  -15.288  4.430  -1.323
C  9.248  -14.276  4.458  0.249
C  9.005  -13.054  3.592  2.596
N  10.486  -14.924  3.984  -0.466
H  5.711  -13.757  6.166  0.131
H  7.380  -13.312  6.120  0.053
H  6.970  -14.848  6.792  0.413
H  8.300  -16.084  5.160  0.487
H  8.014  -15.740  3.441  0.090
H  9.380  -13.980  5.505  0.567
H  8.154  -12.478  3.936  -1.235
H  8.893  -13.321  2.543  -1.270
H  9.879  -12.407  3.698  -0.158
H  10.674  -15.777  4.502  0.242
H  11.234  -14.272  4.199  0.266
C  4.024  -15.710  3.152  -0.944
O  4.640  -14.792  2.287  -0.195
C  5.613  -15.373  1.434  -1.742
C  6.334  -14.284  0.666  3.296
C  5.369  -13.329  -0.042  -0.345
N  7.172  -14.929  -0.362  -0.672
H  4.726  -16.131  3.883  0.197
H  3.636  -16.571  2.593  0.358
H  3.217  -15.224  3.696  0.269
H  6.343  -15.946  2.021  0.355
H  5.091  -16.047  0.745  0.446
H  6.985  -13.710  1.342  -1.487
H  5.945  -12.679  -0.706  -0.569
H  4.827  -12.748  0.704  -0.426
H  4.673  -13.816  -0.728  0.655
H  7.960  -15.346  0.149  0.314
H  7.518  -14.183  -0.956  0.212
C  8.431  -6.583  3.641  -0.871
O  7.482  -6.710  4.672  -0.481
C  6.130  -6.561  4.245  -0.071
C  5.809  -5.273  3.486  0.242
C  6.219  -4.029  4.261  -1.548
N  4.367  -5.164  3.261  -0.738
H  9.446  -6.721  4.000  0.322
H  8.351  -5.601  3.159  0.497
H  8.250  -7.351  2.879  0.205
H  5.846  -7.400  3.598  -0.114
H  5.541  -6.654  5.159  0.427
H  6.214  -5.233  2.473  0.449
H  6.191  -3.136  3.636  0.393
H  7.257  -4.053  4.607  0.306
H  5.566  -3.907  5.126  0.349
H  3.839  -5.283  4.123  0.355
H  4.041  -5.929  2.670  0.142
C  -0.385  -9.185  0.535  -0.195
O  -0.031  -7.866  0.905  -0.419
C  1.354  -7.600  0.905  -0.792
C  2.209  -8.451  1.834  1.475
C  1.922  -8.199  3.318  -1.323
N  3.644  -8.245  1.632  -0.146
H  -1.450  -9.211  0.340  0.330
H  -0.034  -9.887  1.297  -0.050
H  0.174  -9.503  -0.358  0.132
H  1.744  -7.695  -0.120  0.320
H  1.467  -6.537  1.132  0.318
H  1.902  -9.489  1.633  -0.258
H  0.891  -8.456  3.581  0.378
H  2.070  -7.141  3.537  0.315
H  2.545  -8.837  3.944  0.190
H  4.137  -9.047  2.030  -0.469
H  3.889  -8.426  0.652  0.121
C  6.763  -9.280  -4.899  -0.838
O  6.272  -9.363  -3.574  -0.280
C  4.854  -9.393  -3.488  -0.905
C  4.484  -9.874  -2.104  2.236
C  2.972  -9.991  -1.906  -1.729
N  5.067  -8.996  -1.073  -0.506
H  6.463  -10.115  -5.537  0.297
H  7.846  -9.231  -4.786  0.233
H  6.460  -8.347  -5.387  0.313
H  4.457  -8.395  -3.709  0.448
H  4.409  -10.112  -4.187  0.242
H  4.876  -10.887  -1.953  -1.029
H  2.594  -10.769  -2.580  0.526
H  2.390  -9.101  -2.143  0.323
H  2.800  -10.362  -0.895  0.240
H  5.904  -8.583  -1.469  0.415
H  5.348  -9.573  -0.283  -0.391
C  12.122  -17.739  -0.796  -0.684
O  12.174  -17.326  0.543  -0.395
C  12.217  -15.925  0.754  -0.745
C  10.937  -15.212  0.299  0.294
C  11.027  -13.690  0.431  -0.588
N  9.790  -15.706  1.102  -0.421
H  12.818  -17.176  -1.438  0.313
H  11.148  -17.530  -1.254  0.248
H  12.382  -18.790  -0.880  0.281
H  12.302  -15.825  1.839  0.216
H  13.147  -15.523  0.327  0.401
H  10.701  -15.557  -0.712  0.256
H  11.006  -13.365  1.469  -0.182
H  10.112  -13.331  -0.046  -0.035
H  11.938  -13.376  -0.080  0.660
H  9.952  -16.703  1.241  0.277
H  9.947  -15.302  2.038  -0.187
C  8.192  -10.878  0.496  1.569
C  7.283  -9.897  1.237  0.346
O  5.977  -10.450  1.392  1.833
H  9.161  -10.407  0.312  -0.202
H  7.780  -11.161  -0.476  -0.583
H  8.291  -11.779  1.098  -0.799
H  7.161  -9.023  0.594  0.433
H  7.709  -9.684  2.188  -0.835
H  5.946  -11.179  2.099  -1.317

Orbital gap ... 0.3247 hartree
Electronic energy ... -90716.9724 eV
ΔE to the lowest compared entry with this formula, charge and spin ... 0.000 eV